No. 1
{"formula": "C5H14OS2", "method": "ωB97M-V/def2-TZVPD", "symbols": ["C", "C", "C", "S", "S", "C", "C", "H", "H", "H", "H", "H", "H", "H", "H", "H", "H", "H", "H", "O", "H", "H"], "positions_angstrom": [[-2.862099, -1.951090, -1.149568], [-1.448551, -1.517185, -1.592266], [-0.528866, -1.195702, -0.427424], [1.195496, -1.110502, -0.932566], [2.257367, -0.474750, 0.690220], [2.179658, 1.388819, 0.650637], [3.085581, 1.890249, 1.758243], [-2.785346, -2.513031, -0.214347], [-3.281315, -2.602757, -1.915451], [-3.549022, -1.119915, -1.045567], [-1.494336, -0.733718, -2.353603], [-1.019864, -2.386175, -2.098478], [-0.817832, -0.286848, 0.099896], [-0.751791, -1.916595, 0.362396], [2.402337, 1.660655, -0.374080], [1.147033, 1.585737, 0.896848], [3.253138, 2.971511, 1.635552], [4.028667, 1.367389, 1.772138], [2.578174, 1.787568, 2.712067], [-1.316939, 1.852212, 0.866736], [-0.592003, 1.253020, 0.665692], [-1.679488, 2.051110, -0.007074]], "forces_ev_per_a": [[0.53, 0.01, -0.26], [-0.13, -0.55, -0.34], [-0.93, 0.37, 1.05], [0.27, 0.06, -0.20], [-0.03, 0.13, 0.08], [-0.37, -1.54, 0.12], [-0.43, 0.90, -0.32], [-0.25, 0.08, -0.10], [-0.07, -0.07, 0.07], [-0.04, 0.21, 0.30], [0.07, 0.11, 0.21], [0.14, 0.02, -0.09], [-0.04, 0.10, -0.53], [0.67, -0.51, -0.15], [0.21, 0.37, 0.05], [-0.01, 0.61, -0.15], [0.14, -0.34, -0.04], [0.37, -0.07, 0.05], [0.09, -0.25, 0.18], [-0.14, 0.15, -0.25], [-0.03, 0.13, 0.13], [-0.02, 0.07, 0.21]], "de_lowest_kcal_mol": 11.0, "spin_multiplicity": 1, "molar_mass_g_mol": 154.30, "smiles": "CCCSSCC.O", "e_tot_ha": -1070.50478, "orbital_gap_ha": 0.356}

=====

No. 2
{"formula": "C5H25N2O7", "method": "ωB97M-V/def2-TZVPD", "symbols": ["C", "N", "C", "C", "C", "O", "C", "N", "H", "H", "H", "H", "H", "H", "H", "H", "H", "H", "H", "H", "H", "H", "H", "O", "H", "H", "O", "H", "H", "O", "H", "H", "O", "H", "H", "O", "H", "H", "O"], "positions_angstrom": [[0.523329, 0.272431, 1.130335], [0.899294, 0.695546, -0.204632], [1.831142, 1.860189, -0.152641], [1.229973, 3.135096, 0.337082], [0.321852, 3.752372, -0.747016], [-0.830182, 4.045289, -0.506098], [-0.514182, -0.815616, 1.195359], [-1.892042, -0.198189, 0.855356], [0.110168, 1.201276, 1.838390], [1.405660, -0.000822, 1.746768], [1.161917, -0.087054, -0.849487], [2.106417, 2.133295, -1.223721], [2.812315, 1.547925, 0.401683], [2.050133, 3.848817, 0.564403], [0.704391, 3.141398, 1.359854], [0.778678, 4.131758, -1.593880], [-0.367383, -1.619568, 0.466288], [-0.475475, -1.295737, 2.303887], [-1.840383, 0.762084, 0.416022], [-2.304471, -0.229337, 1.819814], [-2.236790, -0.773935, 0.101378], [-0.468767, -0.924303, -3.928067], [-1.356415, 0.198050, -3.997819], [-0.807926, -0.212329, -3.332410], [1.541298, -2.513662, 1.268212], [0.946463, -3.688876, 2.215448], [0.721680, -3.051334, 1.455660], [-2.433288, -2.786122, -2.062312], [-1.705912, -1.355861, -2.183215], [-2.279047, -1.919152, -1.639008], [3.622649, -1.551252, -0.492891], [3.457896, -2.984589, 0.382869], [3.011048, -2.024822, 0.228366], [-2.679161, 3.515815, 1.551128], [-1.666756, 2.558729, 0.864120], [-2.538334, 2.554429, 1.382619], [-0.249643, -3.978863, -0.139210], [-1.471578, -3.224424, -0.533463], [-1.118569, -4.118649, -0.299170]], "forces_ev_per_a": [[0.31, 1.73, 2.24], [-0.55, 0.67, -0.07], [1.84, -1.78, -1.24], [-0.81, 1.09, 1.52], [-1.11, 0.31, 3.97], [0.26, -0.63, -0.41], [0.23, -0.10, 1.34], [1.57, 0.46, 1.11], [0.78, -2.07, -2.15], [-0.20, -0.33, -0.33], [-0.05, 1.17, 1.11], [0.05, -0.83, 1.15], [-1.59, 0.76, -0.79], [-0.25, -0.23, -0.62], [0.36, -0.42, -1.63], [1.17, 0.37, -2.40], [-0.02, 0.41, 0.41], [-0.69, 1.23, -2.89], [-0.04, -1.11, 1.20], [-0.83, 0.49, -1.88], [-1.28, -0.81, 0.08], [0.22, 0.42, 0.96], [-0.70, 0.92, 0.02], [0.58, -1.42, -1.03], [-0.89, -0.89, 0.33], [-0.36, 1.44, -1.79], [1.99, -1.25, 1.79], [0.15, 0.78, -0.01], [-0.06, -0.14, -0.53], [-0.27, -0.26, 0.55], [-1.91, -1.76, 2.49], [-1.36, 3.48, -0.79], [3.43, -1.69, -1.75], [0.09, -1.02, -0.28], [-1.75, 0.75, 0.98], [1.78, 0.53, -0.74], [4.35, 0.55, 1.06], [0.44, -1.16, 0.35], [-4.87, 0.34, -1.34]], "total_charge": 1, "de_lowest_kcal_mol": 100.4, "spin_multiplicity": 1, "molar_mass_g_mol": 225.26, "e_tot_ha": -841.37669, "orbital_gap_ha": 0.361}

=====

no.,LUMO (eV)
1,0.74
2,-2.69